Computed, not measured: a molecular structure, C15H22BF4OReS, with the ωB97M-V functional and the def2-TZVPD basis.

Calculated values
Net charge: +2
Kohn-Sham gap, eV: 7.300
DFT total energy, eV: -42458.6351

Last column: Löwdin charge in e.
Positions of all 45 atoms, in Å:
1 Re -0.432 -1.324 -0.792  1.671
2 F -2.771 -1.932 -0.794  0.092
3 B -3.171 -3.215 -1.127  -0.814
4 F -2.932 -4.135 -0.245  0.331
5 F -3.735 -3.376 -2.278  0.350
6 F -0.562 -2.873 -1.798  -0.338
7 O -0.994 0.536 -0.567  -0.658
8 S -2.493 1.120 -0.441  1.133
9 C -2.562 2.310 -1.810  -0.270
10 C -2.880 3.652 -1.153  -0.200
11 C -2.031 3.709 0.113  -0.195
12 C -2.273 2.387 0.838  -0.269
13 H -3.285 1.956 -2.542  0.109
14 H -1.556 2.291 -2.234  0.113
15 H -3.942 3.717 -0.910  0.131
16 H -2.655 4.458 -1.850  0.138
17 H -2.312 4.540 0.757  0.137
18 H -0.974 3.817 -0.132  0.129
19 H -3.207 2.376 1.403  0.116
20 H -1.468 2.033 1.482  0.097
21 C 0.709 -0.026 2.332  -0.075
22 C -0.404 -1.064 2.241  -0.478
23 C -0.512 -1.863 3.543  -0.051
24 C -0.175 -2.081 1.100  -0.213
25 H 0.507 0.670 3.147  0.095
26 H 0.831 0.554 1.415  0.046
27 H 1.663 -0.510 2.552  0.101
28 H -1.368 -0.563 2.082  0.114
29 H 0.400 -2.436 3.718  0.099
30 H -1.355 -2.554 3.525  0.091
31 H -0.647 -1.184 4.385  0.097
32 H -0.946 -2.862 1.133  0.084
33 H 0.814 -2.534 1.185  0.099
34 C 1.231 -0.959 -1.031  -0.112
35 C 2.584 -0.712 -1.279  -0.269
36 C 3.377 -1.713 -1.876  0.006
37 C 4.709 -1.452 -2.121  -0.026
38 C 5.244 -0.214 -1.776  -0.003
39 C 4.464 0.778 -1.184  -0.031
40 C 3.131 0.540 -0.930  -0.009
41 H 2.941 -2.668 -2.137  0.131
42 H 5.334 -2.205 -2.578  0.127
43 H 6.290 -0.016 -1.972  0.129
44 H 4.905 1.731 -0.925  0.124
45 H 2.509 1.295 -0.468  0.119